1.
91
Properties=species:S:1:pos:R:3:forces:R:3 method="wB97M-V/def2-TZVPD" total_charge=0 lumo_energy_ha="0.002 / 0.002" spin_multiplicity=4 energy_ev=-171391.718 largest_force_ev_per_a=0.66
Co -0.13851 0.46533 1.92140 0.1438 0.2167 0.2682
O -1.05728 3.94879 3.86432 0.0251 0.0030 -0.0291
C -0.63756 2.84224 3.59853 0.0046 -0.0030 0.0835
O -0.49350 2.36156 2.40001 -0.0858 -0.0092 -0.1069
C -0.23219 1.89448 4.75461 0.0493 0.0530 0.0414
P 1.06615 0.80846 4.09304 -0.0503 -0.1308 -0.3332
C 2.57549 1.82078 4.08475 0.0163 0.0103 0.0943
C 3.42518 1.92732 5.18563 -0.0164 0.0255 0.0029
C 4.55706 2.72509 5.12343 -0.0068 0.0070 -0.0038
C 4.84425 3.43462 3.96435 0.0044 -0.0031 0.0001
C 3.99931 3.34363 2.86843 -0.0030 0.0078 -0.0092
C 2.87272 2.53516 2.92495 0.0096 -0.0159 0.0083
C 1.40183 -0.58716 5.19463 -0.1647 -0.0906 -0.0680
C 2.60586 -1.28876 5.07485 0.1869 0.3161 0.5537
C 2.78679 -2.49433 5.73703 -0.0297 -0.0652 -0.1416
C 1.75718 -3.04064 6.49138 -0.0253 0.0167 -0.0155
C 0.55442 -2.35848 6.60218 0.0086 -0.0235 0.0059
C 0.37500 -1.14462 5.95531 0.0136 0.0036 -0.0170
H -1.10485 1.28063 4.98994 -0.0065 -0.0066 -0.0195
H 0.04526 2.48269 5.62697 -0.0009 -0.0277 0.0191
H 3.19830 1.38361 6.09517 0.0071 -0.0014 -0.0014
H 5.21121 2.80113 5.98254 -0.0018 0.0002 0.0016
H 5.72476 4.06264 3.91910 0.0006 -0.0016 -0.0006
H 4.21394 3.90242 1.96655 -0.0005 -0.0004 0.0011
H 2.20712 2.47321 2.07110 -0.0049 -0.0013 -0.0032
H 3.45861 -0.80922 4.60427 -0.1040 -0.1399 -0.2999
H 3.73362 -3.01441 5.65424 0.0223 0.0274 0.0600
H 1.89610 -3.98460 7.00181 0.0008 -0.0063 -0.0106
H -0.25346 -2.77510 7.18932 -0.0009 0.0075 0.0033
H -0.57453 -0.63283 6.04199 -0.0116 -0.0227 -0.0141
O -3.15799 -2.06962 3.66250 -0.0016 0.0018 -0.0022
C -2.26777 -1.42762 3.20554 0.0447 -0.0253 0.0474
N -1.36896 -0.79539 2.75592 -0.0273 -0.0521 -0.0783
C 3.34829 -2.63632 1.79134 -0.0954 0.0539 0.0952
C 2.36749 -1.56965 1.64241 0.0222 -0.0275 -0.3637
N 1.60023 -0.75191 1.40587 0.1311 -0.1394 0.2884
H 3.64900 -2.95350 0.79459 0.0666 -0.0706 0.0254
H 2.90248 -3.47184 2.32820 -0.0360 0.0107 -0.0122
H 4.21463 -2.28472 2.34777 -0.0100 0.0545 -0.0264
C -0.00312 -0.42892 -1.55942 -0.0247 0.0299 -0.0158
C -0.45443 -0.32536 -3.02005 -0.0059 -0.0181 0.0061
As -2.12053 -1.33014 -3.35787 0.0013 0.0013 0.0003
C -1.37193 -3.13982 -3.39880 0.0104 -0.0021 -0.0034
C -0.01628 -3.45015 -3.34100 -0.0027 0.0051 0.0069
C 0.41130 -4.77188 -3.37045 0.0004 -0.0055 -0.0013
C -0.51256 -5.80175 -3.46286 0.0044 0.0036 0.0010
C -1.86735 -5.50547 -3.51567 -0.0057 0.0012 -0.0004
C -2.29047 -4.18547 -3.47380 -0.0036 -0.0013 -0.0025
C -2.16789 -0.97031 -5.28026 0.0004 -0.0046 0.0068
C -1.33052 -1.59178 -6.20181 -0.0041 -0.0086 -0.0066
C -1.38758 -1.24784 -7.54499 -0.0003 0.0013 0.0027
C -2.28035 -0.27688 -7.97889 0.0020 0.0007 0.0007
C -3.12089 0.34489 -7.06753 0.0008 0.0003 -0.0029
C -3.06752 -0.00549 -5.72483 0.0013 0.0039 0.0009
P -0.59977 0.89268 -0.43123 -0.0504 0.0365 -0.0786
C -2.34192 1.10440 -0.88414 -0.0081 -0.0042 0.0253
C -3.27724 0.34578 -0.18358 -0.0019 0.0024 -0.0003
C -4.61441 0.37853 -0.55023 0.0032 -0.0007 -0.0030
C -5.02269 1.17580 -1.60889 -0.0053 0.0019 0.0031
C -4.09721 1.95239 -2.29469 0.0057 -0.0008 -0.0029
C -2.75931 1.92004 -1.93354 -0.0068 0.0104 0.0091
C 0.22086 2.40711 -1.01306 0.0187 -0.0009 0.0207
C 1.23904 2.41004 -1.96315 -0.0178 0.0067 -0.0215
C 1.86665 3.59793 -2.31549 0.0020 -0.0009 0.0029
C 1.48314 4.78913 -1.71915 -0.0002 0.0017 -0.0010
C 0.47484 4.79204 -0.76349 0.0018 -0.0013 -0.0003
C -0.15147 3.60939 -0.40603 0.0096 0.0013 0.0003
H 1.08709 -0.42214 -1.46868 -0.0030 -0.0174 0.0087
H -0.32577 -1.37136 -1.10531 0.0094 -0.0007 0.0076
H 0.31604 -0.68056 -3.70651 0.0008 -0.0001 0.0005
H -0.66825 0.70516 -3.30722 -0.0020 0.0053 0.0007
H 0.72583 -2.66443 -3.27395 0.0008 -0.0013 -0.0016
H 1.47001 -4.99589 -3.32579 -0.0005 0.0010 -0.0015
H -0.17925 -6.83113 -3.48897 0.0000 -0.0005 0.0009
H -2.59566 -6.30357 -3.58088 -0.0019 0.0008 -0.0005
H -3.35205 -3.96450 -3.49919 -0.0006 -0.0008 -0.0014
H -0.63667 -2.35727 -5.87373 0.0013 0.0017 0.0000
H -0.73553 -1.74047 -8.25536 0.0000 0.0000 0.0001
H -2.32417 -0.01018 -9.02704 0.0000 0.0001 -0.0004
H -3.82342 1.09758 -7.40224 -0.0005 0.0012 0.0008
H -3.73331 0.47322 -5.01452 0.0004 0.0014 -0.0010
H -2.95674 -0.26654 0.65260 0.0003 0.0034 0.0014
H -5.33511 -0.21412 -0.00250 -0.0011 0.0000 -0.0016
H -6.06686 1.20485 -1.89290 -0.0003 -0.0015 0.0007
H -4.41950 2.59047 -3.10806 -0.0001 0.0013 0.0009
H -2.04238 2.53766 -2.46165 0.0036 -0.0034 0.0012
H 1.54835 1.49108 -2.44410 -0.0049 -0.0021 -0.0043
H 2.65302 3.58918 -3.05934 0.0006 0.0000 0.0009
H 1.97182 5.71480 -1.99504 0.0011 0.0001 0.0014
H 0.18167 5.71580 -0.28216 -0.0014 -0.0001 0.0010
H -0.90518 3.61041 0.37144 -0.0007 0.0010 -0.0038

=====

2.
33
Properties=species:S:1:pos:R:3:forces:R:3 method="wB97M-V/def2-TZVPD" total_charge=0 lumo_energy_ha=-0.071 spin_multiplicity=1 energy_ev=-92971.376 largest_force_ev_per_a=9.30
C -2.51197 -4.84677 2.05388 0.0879 1.3823 -0.3699
C -1.35696 -3.84691 1.44031 2.5627 1.7290 -1.5798
C -0.56921 -2.72824 2.34462 0.9262 -0.1013 -4.1226
C 0.55592 -1.71109 1.65995 -1.5636 -2.2433 -2.3153
C 0.91206 -1.79038 0.06151 -3.1048 -3.1441 1.6743
C 1.98314 -0.85276 -0.75170 -0.7158 -0.5975 0.0870
C 1.74355 0.76300 -0.60853 3.5274 2.5481 -0.6217
C 2.95015 1.64682 -0.85175 -4.0685 -1.1374 0.7696
C 2.76737 3.28763 -0.70600 3.6971 2.5264 1.5164
O 3.79385 4.06022 -0.25603 -6.6996 -4.8990 -3.1013
C 1.28167 3.91099 -1.12254 -2.6540 -2.6259 0.8459
C 0.08330 3.04831 -0.88343 3.2222 1.0301 -0.4274
C -1.47352 3.44051 -1.21691 0.5883 -0.2469 0.2506
C -1.88597 4.99314 -0.88970 -6.6930 1.7159 -4.2881
O -3.00185 5.46745 -1.50395 7.6498 -3.1483 4.2519
Br -0.94727 6.24486 0.35607 -0.6952 -1.4725 -1.0945
C 0.33173 1.51790 -0.25626 -3.7823 -0.7902 2.6408
O -0.65350 1.04708 0.51504 6.0917 2.4374 -4.7329
C 0.11734 -2.97892 -0.80319 -0.7960 0.3025 3.2768
C -0.99535 -3.99876 -0.15805 2.1944 3.3968 2.8137
H -2.09940 -5.61565 2.84739 -0.7817 1.6178 -1.7687
H -3.02739 -5.37945 1.13424 1.1142 0.9520 2.0692
H -3.31826 -4.13301 2.56658 1.7036 -1.7481 -1.0267
H -0.79839 -2.60241 3.48690 0.4609 -0.3251 -2.5320
H 1.09621 -0.87961 2.32159 -1.4179 -2.0878 -1.5511
H 3.09050 -1.16317 -0.44578 -2.4060 1.0139 -0.4772
H 1.88851 -1.14187 -1.90218 0.0390 0.7038 2.4621
H 3.98991 1.17435 -1.14453 -2.2735 1.2603 0.8915
H 1.14771 5.01117 -1.56621 0.6451 -2.6669 1.2971
H -2.26082 2.75932 -0.63269 2.0490 1.5090 -0.9762
H -1.66765 3.19820 -2.36731 0.3858 0.9970 2.4802
H 0.38163 -3.07511 -1.94079 -0.6125 0.1863 2.4105
H -1.54706 -4.82684 -0.78052 1.3191 1.9257 1.2476

=====

3.
10
Properties=species:S:1:pos:R:3:forces:R:3 method="wB97M-V/def2-TZVPD" total_charge=0 lumo_energy_ha="-0.013 / -0.143" spin_multiplicity=3 energy_ev=-31856.413 largest_force_ev_per_a=4.40
C -1.31574 -0.78200 0.25837 -2.4241 0.2628 -0.0089
N -1.68450 0.26848 -0.53517 0.0197 0.6997 0.0250
N -2.44912 -1.18751 0.80316 -0.2093 -0.0117 0.7846
O -0.16167 -1.36972 0.35010 -2.7325 -1.6248 0.9676
O -4.05448 -0.57026 -1.09910 -0.3807 -0.2216 -0.5691
O -4.07576 1.00041 0.73355 1.1063 0.1093 0.4241
S 1.45234 -0.75247 -0.16969 4.0928 -0.3127 -1.5828
S -3.37351 0.00440 0.00008 1.6883 -1.4991 -0.3653
H -1.11146 0.94673 -0.98009 0.1802 0.6648 -0.3616
H 2.05940 -2.05185 -0.46340 -1.3407 1.9334 0.6864